# 1
# C20H19AuCl3N4O4S

A molecular structure, C20H19AuCl3N4O4S at a distorted geometry (ωB97M-V/def2-TZVPD, the Open Molecules 2025 dataset).

```
52
Properties=species:S:1:pos:R:3:forces:R:3
Au 0.529 2.785 -2.290 0.270 0.767 0.820
N 2.582 1.769 -3.453 -0.124 -0.491 -0.276
C 2.198 0.342 -3.461 -0.071 0.527 0.123
C 0.809 0.177 -4.044 0.558 -0.252 -0.924
O 0.553 -0.611 -4.915 -0.227 0.112 0.413
N -0.199 1.007 -3.460 -1.698 -0.040 -0.300
C -1.292 1.302 -4.172 0.581 -2.447 1.431
C -0.931 2.956 -4.877 1.359 3.771 -0.710
O -1.434 3.081 -5.935 0.126 -0.924 1.055
O -0.222 3.630 -4.079 -1.402 -1.516 -1.260
H 2.688 2.120 -4.399 0.065 -0.041 -0.017
H 3.473 1.891 -2.992 0.044 0.022 0.117
H 2.168 -0.011 -2.426 -0.002 -0.001 0.024
H 2.871 -0.293 -4.023 0.070 -0.172 -0.140
H -2.166 1.570 -3.571 0.167 0.327 -0.055
H -1.496 0.668 -5.023 0.214 0.304 -0.616
Cl 4.341 -3.490 0.032 0.007 -0.001 -0.015
C 2.974 -2.661 0.690 0.020 0.001 -0.011
C 3.119 -1.890 1.829 0.082 0.094 0.153
C 2.012 -1.231 2.338 0.117 -0.027 0.159
C 0.761 -1.321 1.737 -0.050 -0.161 -0.003
C -0.433 -0.630 2.340 0.115 0.000 0.100
C -0.119 0.796 2.787 0.262 0.100 -0.355
N 0.524 1.530 1.684 -0.156 0.309 0.630
C 1.610 2.378 1.785 -0.084 -0.231 0.069
C 1.839 2.865 0.539 -0.280 -0.271 -0.249
N 0.888 2.320 -0.314 0.093 0.184 0.424
C 0.102 1.536 0.416 0.462 0.114 -0.231
O -0.875 -1.380 3.448 -0.234 0.003 0.158
C -2.227 -1.078 3.838 0.108 -0.170 -0.248
C -3.196 -1.349 2.728 0.064 -0.321 0.280
C -3.850 -0.398 2.015 -0.062 0.079 -0.160
Cl -3.702 1.312 2.185 -0.031 -0.069 -0.027
S -4.873 -1.059 0.815 -0.200 0.106 -0.221
C -4.432 -2.653 1.254 -0.112 -0.093 -0.194
C -3.540 -2.664 2.269 0.217 0.015 0.299
C 0.654 -2.110 0.594 0.094 0.081 -0.006
Cl -0.866 -2.277 -0.242 0.007 0.035 0.002
C 1.746 -2.779 0.065 -0.091 -0.069 -0.166
H 4.085 -1.813 2.313 -0.093 -0.012 -0.036
H 2.130 -0.650 3.250 -0.031 -0.098 -0.164
H -1.226 -0.584 1.594 -0.065 -0.029 -0.107
H 0.547 0.788 3.644 0.137 0.045 -0.028
H -1.034 1.302 3.072 -0.046 0.141 0.002
H 2.127 2.550 2.719 -0.153 -0.073 -0.151
H 2.609 3.543 0.197 -0.223 -0.119 0.040
H -0.723 0.944 0.035 0.142 0.195 0.120
H -2.318 -0.045 4.174 0.010 0.078 0.049
H -2.432 -1.725 4.683 0.045 -0.092 0.100
H -4.866 -3.496 0.733 0.062 0.126 0.087
H -3.124 -3.571 2.696 -0.063 0.161 -0.037
H 1.637 -3.390 -0.821 -0.003 0.022 0.049
```
Forces are in eV/Å.

The value obtained for the total energy is -87284.6847 eV. The charge is +1. The HOMO energy is -11.41 eV. As for the energy above the lowest of the compared OMol25 structures with the same formula, charge and spin: 192.2 kJ/mol.



# 2
# C2H4N2OS2

A single C2H4N2OS2 molecule at a distorted geometry (ωB97M-V/def2-TZVPD, the Open Molecules 2025 dataset).

```
11
Properties=species:S:1:pos:R:3:forces:R:3
N -0.147 -1.199 1.642 0.235 -0.294 -0.143
C 0.207 -0.973 0.367 -0.001 -0.661 0.669
S 0.863 -2.138 -0.599 0.082 0.248 -0.095
C -0.089 0.417 -0.113 -0.396 1.131 0.429
S -0.901 1.571 0.814 0.051 -0.390 -0.326
N 0.323 0.730 -1.317 1.105 -2.657 -0.277
O -0.040 1.843 -1.950 0.213 0.543 -0.486
H 0.027 -2.106 2.072 -0.055 0.430 -0.483
H -0.605 -0.487 2.194 0.045 0.218 -0.182
H 0.883 0.056 -1.877 -0.697 0.537 0.475
H -0.521 2.286 -1.234 -0.583 0.895 0.417
```
Forces are in eV/Å.

The value obtained for the total energy is -28835.7578 eV. The HOMO energy is -9.01 eV. As for the structure (SMILES): NC(=S)C(=S)NO. As for the energy above the lowest of the compared OMol25 structures with the same formula, charge and spin: 127.9 kJ/mol.



# 3
# C31H31N4OOsS

A molecular structure, C31H31N4OOsS (ωB97M-V/def2-TZVPD, the Open Molecules 2025 dataset).

```
69
Properties=species:S:1:pos:R:3:forces:R:3
Os -0.139 0.114 0.128 -0.054 -0.616 -0.042
C 0.099 -3.108 0.626 -0.003 0.035 0.086
C -0.420 -2.415 1.852 -0.004 0.013 -0.055
C -0.648 -3.155 3.005 0.028 -0.057 0.050
C -1.084 -2.529 4.153 -0.010 -0.009 0.060
C -1.294 -1.155 4.136 -0.070 -0.068 0.129
C -1.093 -0.461 2.967 -0.031 0.044 -0.072
N -0.668 -1.086 1.840 0.078 -0.100 -0.237
C -1.340 0.993 2.843 0.034 -0.125 -0.122
C -1.875 1.769 3.848 -0.050 0.105 0.144
C -2.104 3.115 3.598 -0.008 0.012 0.009
C -1.805 3.640 2.353 -0.036 0.071 0.097
C -1.265 2.810 1.383 0.057 -0.069 -0.034
N -1.038 1.516 1.644 0.055 0.075 0.012
C -1.008 3.270 -0.002 0.006 -0.115 0.034
C -0.912 4.610 -0.310 0.009 0.116 -0.013
C -0.826 4.980 -1.646 -0.007 0.022 -0.006
C -0.900 3.997 -2.608 -0.005 0.021 -0.042
C -0.975 2.656 -2.234 0.002 -0.060 -0.001
C -1.119 1.604 -3.303 -0.018 0.006 0.048
N -0.966 2.299 -0.937 -0.036 0.083 0.007
H 0.707 -3.964 0.914 -0.026 -0.020 0.028
H 0.709 -2.458 -0.005 0.038 -0.029 0.041
H -0.730 -3.481 0.020 0.005 0.035 -0.011
H -0.465 -4.221 2.988 -0.003 0.013 0.011
H -1.252 -3.095 5.060 0.002 0.009 -0.024
H -1.621 -0.648 5.031 -0.002 -0.003 -0.001
H -2.136 1.349 4.808 -0.002 -0.006 -0.003
H -2.538 3.744 4.364 0.007 -0.006 -0.006
H -2.026 4.674 2.134 0.008 0.002 -0.002
H -0.900 5.362 0.465 -0.011 -0.007 -0.003
H -0.741 6.023 -1.923 -0.001 -0.020 0.000
H -0.911 4.250 -3.660 0.003 -0.001 0.009
H -1.694 2.016 -4.131 0.003 0.017 -0.012
H -1.643 0.728 -2.928 0.029 0.094 -0.037
H -0.161 1.295 -3.736 -0.042 0.005 0.010
N 1.240 0.461 -1.445 -0.041 0.063 -0.209
C 1.653 -0.732 -2.193 0.102 0.292 0.150
C 2.999 -0.856 -2.488 0.113 0.034 0.004
C 3.449 -1.937 -3.229 0.023 0.007 0.006
C 2.539 -2.891 -3.660 -0.013 -0.028 -0.008
C 1.197 -2.758 -3.349 -0.008 -0.156 -0.051
C 0.717 -1.674 -2.610 -0.165 -0.042 -0.025
C -0.723 -1.579 -2.298 -0.100 -0.118 0.072
C -1.669 -2.141 -3.147 -0.065 -0.100 -0.162
C -3.026 -2.119 -2.845 -0.016 0.029 0.059
C -3.500 -1.513 -1.671 -0.015 -0.119 -0.164
C -2.601 -0.910 -0.830 0.087 0.005 -0.181
C -1.217 -0.933 -1.137 -0.031 0.474 0.483
H 2.067 0.847 -0.988 -0.012 0.054 -0.034
H 0.863 1.184 -2.056 0.112 -0.098 -0.172
H 3.698 -0.092 -2.163 -0.023 -0.021 -0.030
H 4.498 -2.024 -3.475 -0.003 -0.012 0.006
H 2.875 -3.744 -4.234 -0.006 0.014 0.011
H 0.510 -3.533 -3.665 0.027 0.040 0.014
H -1.347 -2.591 -4.078 -0.055 0.006 0.035
H -3.728 -2.574 -3.533 0.016 0.012 0.012
H -4.556 -1.515 -1.436 0.001 -0.005 -0.046
H -2.960 -0.418 0.068 0.034 0.019 0.013
C 3.178 0.938 3.242 -0.007 0.121 0.022
S 2.427 -0.396 2.347 -0.130 -0.047 0.091
C 3.889 -1.219 1.776 0.070 -0.041 -0.091
O 1.846 0.283 1.073 0.095 0.146 0.144
H 3.778 1.529 2.550 0.014 0.007 0.051
H 3.799 0.504 4.028 -0.026 0.025 -0.008
H 2.385 1.535 3.687 0.034 0.021 0.002
H 4.367 -1.675 2.646 0.006 0.002 -0.041
H 4.553 -0.498 1.300 0.006 -0.040 -0.005
H 3.582 -1.996 1.078 0.033 -0.010 0.004
```
Forces are in eV/Å.

The value obtained for the total energy is -53935.2734 eV. The charge is +3. The HOMO energy (alpha / beta) is -16.72 / -16.86 eV. The multiplicity is 5.



# 4
# C5H10O3Pr

A molecular structure, C5H10O3Pr at a distorted geometry (ωB97M-V/def2-TZVPD, the Open Molecules 2025 dataset).

```
19
Properties=species:S:1:pos:R:3:forces:R:3
O -1.503 0.743 -1.439 -1.034 2.412 -0.835
C -1.102 1.875 -1.059 1.297 1.763 -1.636
C 0.204 1.959 -0.500 -0.620 0.300 1.152
O 0.672 0.774 -0.147 -0.621 0.190 -0.553
C 1.979 0.524 0.399 1.079 -0.066 0.231
C 1.816 -0.700 1.270 0.453 0.390 0.685
O 1.008 -1.633 0.560 0.058 0.447 -0.314
C 1.026 -2.946 1.118 0.207 -0.850 0.641
Pr -0.911 -1.046 -0.671 -0.738 -4.139 1.126
H -1.566 2.789 -1.454 -0.313 -0.211 0.571
H 0.713 2.860 -0.157 -0.062 -0.070 -0.317
H 2.326 1.385 0.980 -0.073 -0.139 -0.138
H 2.644 0.337 -0.452 -0.105 0.092 0.182
H 1.326 -0.449 2.223 0.125 -0.106 -0.196
H 2.805 -1.133 1.476 -0.220 0.098 -0.030
H 0.324 -3.555 0.539 0.133 -0.066 0.100
H 2.038 -3.365 1.040 -0.333 0.033 -0.052
H 0.711 -2.915 2.171 0.047 -0.036 -0.304
H -2.307 -0.795 0.824 0.719 -0.041 -0.315
```
Forces are in eV/Å.

The value obtained for the total energy is -25538.2062 eV. The charge is +2. The HOMO energy (alpha / beta) is -16.69 / -16.70 eV. The multiplicity is 4. As for the energy above the lowest of the compared OMol25 structures with the same formula, charge and spin: 0.0 kJ/mol.



# 5
# C4H9N3

A molecular structure, C4H9N3 at a distorted geometry (ωB97M-V/def2-TZVPD, the Open Molecules 2025 dataset).

```
16
Properties=species:S:1:pos:R:3:forces:R:3
C -1.573 -0.991 0.450 2.519 -1.126 -0.382
C -2.432 -0.022 -0.302 0.075 0.573 -0.251
N 0.262 -0.931 0.068 -6.781 -1.520 1.057
C 0.569 0.325 0.143 6.499 1.651 -1.535
C 2.529 0.111 -0.130 -1.941 2.102 0.671
N 0.201 1.497 -0.042 -0.665 -0.583 0.361
N 3.023 1.267 -0.275 0.199 -0.944 -0.125
H 0.690 -1.562 0.733 0.179 0.272 -0.057
H 1.022 2.102 -0.204 -0.098 -0.264 0.233
H 4.032 1.273 -0.480 -0.307 -0.037 0.083
H 3.090 -0.837 -0.176 -0.268 0.103 -0.010
H -1.745 -2.028 0.168 -0.068 0.085 0.021
H -1.641 -0.890 1.533 0.251 0.106 -0.089
H -2.336 0.995 0.086 0.160 -0.195 -0.192
H -2.197 -0.020 -1.370 -0.014 0.042 0.142
H -3.493 -0.289 -0.200 0.258 -0.265 0.071
```
Forces are in eV/Å.

The value obtained for the total energy is -8760.3746 eV. The HOMO energy is -8.09 eV. As for the energy above the lowest of the compared OMol25 structures with the same formula, charge and spin: 400.5 kJ/mol.



# 6
# C13H11BN2O5S2

A single C13H11BN2O5S2 molecule at a distorted geometry (ωB97M-V/def2-TZVPD, the Open Molecules 2025 dataset).

```
34
Properties=species:S:1:pos:R:3:forces:R:3
O -1.922 -2.682 2.132 -0.633 0.600 -4.231
S -2.176 -2.429 0.666 -2.080 -1.081 2.131
O -3.310 -3.264 0.067 4.198 2.994 1.032
N -0.753 -2.372 -0.238 -0.144 -1.950 1.781
C 0.526 -2.051 0.284 -0.471 0.212 0.102
C 0.728 -2.086 1.679 -0.721 0.890 0.824
C 1.858 -1.468 2.204 0.434 -1.879 -1.379
C 2.895 -1.197 1.324 -0.057 1.189 0.277
C 2.725 -1.248 -0.060 1.312 1.271 -0.583
B 3.844 -0.807 -1.126 0.937 -1.307 -0.051
O 5.019 -0.213 -0.750 0.918 0.218 -0.451
O 3.627 -1.252 -2.401 -0.926 -0.203 -0.633
C 1.526 -1.593 -0.624 -1.093 -1.444 2.863
C -2.446 -0.666 0.383 -0.771 -1.551 0.666
C -3.492 -0.321 -0.397 1.674 2.530 0.240
C -3.462 1.105 -0.679 0.150 -1.138 0.984
C -2.357 1.733 -0.050 -2.091 -1.528 -1.579
C -1.980 3.107 -0.216 0.657 1.847 -0.438
C -0.792 3.834 0.218 -1.516 -1.917 -0.200
C -1.065 5.087 -0.097 0.506 0.738 -0.465
O -2.236 5.177 -0.767 0.814 0.683 0.327
N -2.773 3.932 -0.870 -0.339 -0.775 0.772
S -1.392 0.613 0.844 -0.462 -0.150 -0.229
H -0.864 -2.359 -1.214 -0.384 -0.079 -1.219
H -0.018 -2.405 2.468 0.913 0.227 -1.806
H 1.952 -1.536 3.266 0.399 0.490 0.485
H 3.813 -0.804 1.705 0.553 0.068 0.153
H 5.762 -0.180 -1.411 -1.478 -0.068 0.870
H 3.967 -1.613 -3.228 0.402 0.594 0.894
H 1.507 -1.744 -1.663 -0.655 0.144 -1.264
H -4.078 -1.062 -0.847 -1.204 -0.668 -0.401
H -4.360 1.444 -1.227 1.235 0.813 0.227
H 0.116 3.404 0.541 0.648 -0.171 0.729
H -0.390 5.915 0.084 -0.723 0.403 -0.427
```
Forces are in eV/Å.

The value obtained for the total energy is -49222.2697 eV. The HOMO energy is -8.38 eV. As for the structure (SMILES): O=S(=O)(Nc1cccc(B(O)O)c1)c1ccc(-c2ccon2)s1. As for the energy above the lowest of the compared OMol25 structures with the same formula, charge and spin: 94.1 kJ/mol.